Entry 1:
Computed, not measured: a molecular structure, C7H4NO5Y at a distorted geometry, with ωB97M-V/def2-TZVPD.

The geometry in XYZ format:
```
18
Properties=species:S:1:pos:R:3:nbo_charge:R:1
O 0.2814 0.0123 -4.5171 -0.48
C -0.6850 -0.0070 -3.8986 0.51
Y -0.1277 -0.0073 -0.4095 1.48
O 2.3425 -0.0166 -3.0545 -0.27
C 1.5246 -0.0167 -2.2292 0.45
C -2.5078 -0.0340 -0.3043 0.38
O -3.6671 -0.0472 -0.2902 -0.35
C -0.7263 -2.2315 -1.1109 0.47
O -1.0532 -3.3359 -1.2823 -0.30
C -0.7663 2.1918 -1.1614 0.47
O -1.1155 3.2804 -1.3661 -0.30
H -1.4951 -0.0316 -2.0544 -0.24
C 1.5221 0.0465 4.0639 -0.78
C 0.9484 0.0286 2.7527 0.68
N 0.5240 0.0151 1.6665 -0.69
H 2.5437 -0.3741 4.0219 0.32
H 0.8972 -0.5606 4.7427 0.32
H 1.5601 1.0880 4.4309 0.32
```

Calculated values
net charge: +2
multiplicity: 1
E_LUMO: -9.82 eV
orbital gap: 6.31 eV
DFT total energy: -737.72059 hartree


Entry 2:
Computed, not measured: a single C17H18Cl2N2O3 molecule at a distorted geometry, with ωB97M-V/def2-TZVPD.

The geometry in XYZ format:
```
42
Properties=species:S:1:pos:R:3:nbo_charge:R:1
C -3.0988 -0.5832 1.0063 -0.64
C -2.0361 -0.0556 0.0903 0.19
N -1.2587 0.8226 0.5955 -0.22
N -0.2602 1.3983 -0.1013 -0.47
C 0.5942 2.2677 0.5066 0.67
O 0.5265 2.5871 1.6702 -0.59
C 1.6720 2.7982 -0.4328 -0.50
C 2.7096 1.7259 -0.7883 -0.41
C 3.1526 0.9170 0.4376 -0.07
H 3.1304 1.5459 1.3283 0.19
O 2.3106 -0.2167 0.5582 -0.52
C 1.5698 -0.4764 1.6622 0.36
C 1.6635 0.1463 2.9010 -0.27
C 0.8293 -0.2158 3.9430 -0.20
C -0.0992 -1.2246 3.7665 -0.06
C -0.2004 -1.8861 2.5531 -0.24
C 0.6263 -1.5036 1.5180 -0.10
Cl 0.4997 -2.2990 -0.0056 0.02
H -0.9151 -2.6803 2.4129 0.24
Cl -1.1450 -1.6769 5.0611 0.00
H 0.9031 0.2946 4.8894 0.23
H 2.3744 0.9378 3.0695 0.23
H 4.1718 0.5391 0.2945 0.19
H 2.3017 1.0197 -1.5143 0.21
H 3.5778 2.2082 -1.2396 0.22
H 1.2129 3.1876 -1.3431 0.22
H 2.1646 3.6218 0.0865 0.23
H -0.0981 1.1346 -1.0713 0.40
C -2.0087 -0.6125 -1.2485 0.20
C -2.8048 -1.5843 -1.8065 -0.25
C -2.3406 -1.7815 -3.1232 -0.32
C -1.2929 -0.9250 -3.3001 0.31
O -1.0888 -0.2105 -2.1730 -0.43
C -0.4003 -0.6774 -4.4610 -0.65
H -0.6989 -1.3084 -5.2923 0.23
H -0.4519 0.3668 -4.7691 0.23
H 0.6336 -0.9015 -4.1986 0.23
H -2.7294 -2.4698 -3.8453 0.23
H -3.6175 -2.0967 -1.3354 0.23
H -2.9694 -0.1310 1.9841 0.25
H -3.0225 -1.6644 1.0929 0.22
H -4.0870 -0.3381 0.6217 0.22
```

Calculated values
structure (SMILES): C/C(=N/NC(=O)CCCOc1ccc(Cl)cc1Cl)c1ccc(C)o1
multiplicity: 1
E_LUMO: 0.57 eV
orbital gap: 8.55 eV
DFT total energy: -1914.19555 hartree


Entry 3:
Computed, not measured: a single C3H6N2 molecule at a distorted geometry, with ωB97M-V/def2-TZVPD.

The geometry in XYZ format:
```
11
Properties=species:S:1:pos:R:3:nbo_charge:R:1
C -0.4226 1.1457 -0.0821 -0.05
C 0.9300 0.5806 0.1415 -0.29
C 1.5172 -0.6376 -0.3144 -0.40
H -2.3719 -1.2619 0.2279 0.36
H -0.8516 -0.8639 0.8508 0.35
H -0.4677 2.1849 -0.2833 0.20
H 1.5549 1.3934 0.4482 0.20
H 2.6116 -0.8471 0.0085 0.23
H 0.6630 -1.4113 -0.6905 0.24
N -1.5545 -0.8310 0.0220 -0.66
N -1.6083 0.5482 -0.3286 -0.18
```

Calculated values
energy above the lowest of the compared OMol25 structures with the same formula, charge and spin: 3.466 eV
structure (SMILES): C=C/C=N\N
multiplicity: 1
E_LUMO: 0.10 eV
orbital gap: 8.57 eV
DFT total energy: -227.29747 hartree


Entry 4:
Computed, not measured: 2 unconnected molecules or ions with the total composition CH4FIP2 at a distorted geometry, with ωB97M-V/def2-TZVPD.

The geometry in XYZ format:
```
9
Properties=species:S:1:pos:R:3:nbo_charge:R:1
C -0.4387 -0.2720 2.3406 -0.16
F -1.2337 -0.1870 3.4910 -0.33
P -0.1432 -0.1949 -2.6259 0.14
P 0.1299 0.9175 1.3245 0.36
I -2.0203 -0.7191 -1.2090 -0.10
H -0.4182 -1.2814 1.8279 0.16
H -0.6112 0.9401 -3.4125 0.00
H 0.3790 0.6205 -1.6388 -0.01
H 0.0394 2.0105 2.2202 -0.06
```

Calculated values
energy above the lowest of the compared OMol25 structures with the same formula, charge and spin: 2.912 eV
multiplicity: 3
E_LUMO (spin up / spin down): -0.14 / -2.67 eV
orbital gap (spin up / spin down): 6.77 / 6.70 eV
expectation value of S²: 2.0062
DFT total energy: -1120.58424 hartree